Record 1
A cluster of 7 separate species, C7H14Cl14 in total. Source: OMol25; level of theory: ωB97M-V/def2-TZVPD.

The geometry in XYZ format:
```
35
C7H14Cl14, DFT ωB97M-V/def2-TZVPD
Cl 3.096 -3.020 -1.262
H 3.600 -0.784 -0.783
H -1.492 1.190 -4.496
H 1.281 -1.759 5.475
Cl 5.602 -1.872 -0.249
H -3.268 -0.391 -1.504
C -0.526 0.823 -4.169
H -0.657 1.127 0.499
H 0.371 -0.715 4.355
H 3.366 -1.739 0.650
Cl -0.417 0.975 -2.406
C 0.057 0.691 1.180
Cl -1.422 3.981 -0.521
C 3.858 -1.731 -0.319
H 0.111 -3.743 2.127
Cl -0.581 -5.902 1.435
Cl 1.791 0.493 5.816
C -3.990 0.407 -1.404
H 0.071 1.175 2.148
H 0.298 -3.983 0.351
Cl 2.556 -1.179 3.570
Cl -1.439 6.873 -0.918
H -0.431 -0.235 -4.386
Cl 2.111 -4.776 1.606
Cl -3.747 1.087 0.222
Cl 0.723 1.753 -4.998
C 0.398 -4.424 1.335
H -0.675 5.279 -2.386
H -2.409 5.167 -2.300
Cl -5.607 -0.290 -1.561
H -3.885 1.220 -2.109
C -1.516 5.302 -1.697
Cl 1.690 0.944 0.474
C 1.332 -0.895 4.823
Cl -0.250 -1.046 1.403
```

The HOMO-LUMO gap comes out at 10.681 eV. As for the structure (SMILES): ClCCl.ClCCl.ClCCl.ClCCl.ClCCl.ClCCl.ClCCl. The calculation puts the LUMO energy at 0.05 eV. Its energy above the lowest of the compared OMol25 structures with the same formula, charge and spin is 0.362 eV.


Record 2
A structure of composition C7H14Cl14F12P2V in a non-equilibrium geometry. Source: OMol25; level of theory: ωB97M-V/def2-TZVPD.

The geometry in XYZ format:
```
50
C7H14Cl14F12P2V, DFT ωB97M-V/def2-TZVPD
Cl -3.469 0.252 -1.093
Cl -0.351 -4.457 0.531
Cl -0.041 2.825 -5.902
P 0.352 -0.232 -0.598
F -5.405 -1.432 2.395
Cl -0.347 -1.839 3.041
C 1.220 -5.109 1.080
F 1.487 0.473 0.356
H -0.632 2.428 -3.676
H -1.778 3.461 -4.422
H -5.241 1.867 -1.414
C 4.989 0.501 1.593
P -4.156 -2.383 1.946
F -0.861 -0.966 -1.458
H 4.559 1.347 -2.925
H 1.698 -5.598 0.232
H -4.449 1.469 -2.923
C 3.535 1.708 -2.823
Cl -3.153 3.131 -1.768
H 0.148 3.241 0.051
F -4.299 -1.965 0.380
H 3.208 1.396 -1.831
H 3.907 0.369 1.596
Cl 3.472 3.420 -3.022
C 0.377 3.909 0.882
F -0.819 0.118 0.433
F 1.487 -0.664 -1.674
H 0.573 3.276 1.747
H 1.990 -1.744 3.488
F 0.040 1.159 -1.332
H 1.035 -5.813 1.892
H 1.115 -0.224 4.018
F 0.445 -1.617 0.218
F -3.873 -2.863 3.477
F -5.223 -3.552 1.660
Cl 2.365 0.937 -3.910
C -1.237 2.528 -4.578
F -2.905 -3.275 1.512
F -3.047 -1.173 1.959
C 1.127 -1.314 3.998
Cl 1.930 4.773 0.578
Cl 5.499 1.003 -0.003
Cl 0.978 -1.939 5.661
Cl -2.363 1.126 -4.881
H 5.183 1.324 2.281
C -4.268 1.679 -1.869
Cl 2.340 -3.850 1.591
Cl 5.758 -0.997 2.155
Cl -0.989 5.064 1.108
V -1.913 -1.780 0.244
```

Its spin multiplicity is 4. The HOMO-LUMO gap (alpha / beta) comes out at 9.123 / 9.182 eV. The calculation puts the LUMO energy (alpha / beta) at -1.44 / -1.38 eV.